# C4H11NO

A cluster of 2 separate species, C4H11NO in total at a distorted geometry (ωB97M-V/def2-TZVPD, OMol25).

Cartesian coordinates (Å):
C: -1.961 -0.100 0.324
C: -1.421 0.081 -1.077
N: -1.574 -1.015 -1.880
O: -0.916 1.114 -1.454
H: -2.976 0.259 0.399
H: -1.266 0.431 0.987
H: -1.782 -1.100 0.720
H: -1.254 -0.992 -2.832
H: -2.212 -1.706 -1.536
C: 2.657 -0.698 1.820
C: 2.661 0.820 1.805
H: 3.410 -1.116 1.141
H: 2.808 -1.286 2.741
H: 1.726 -1.200 1.546
H: 3.687 1.182 1.697
H: 2.311 1.198 2.763
H: 2.028 1.139 0.976

## Properties
Net charge ... 0
SMILES ... CC(N)=O.CC
HOMO-LUMO gap ... 10.67 eV
Relative energy (zero: lowest compared OMol25 entry of this formula, charge and spin) ... 0.482 eV

# C28H32CoFN9O5S

A structure of composition C28H32CoFN9O5S at a distorted geometry (ωB97M-V/def2-TZVPD, OMol25).

Cartesian coordinates (Å):
Co: 0.990 2.054 -2.519
N: 5.666 1.120 -3.047
C: 4.387 1.525 -2.792
S: 3.488 2.150 -4.101
N: 3.995 1.488 -1.546
N: 2.791 1.956 -1.263
C: 2.409 2.010 -0.013
C: 1.127 2.564 0.227
C: 0.434 2.510 1.452
C: -0.818 3.070 1.543
C: -1.347 3.733 0.432
C: -0.615 3.748 -0.742
N: 0.565 3.160 -0.869
H: 5.879 0.886 -4.002
H: 6.112 0.577 -2.326
H: 3.053 1.648 0.783
H: 0.879 1.994 2.293
H: -1.390 3.006 2.461
H: -2.318 4.198 0.463
H: -1.004 4.253 -1.615
F: 2.391 -2.647 2.115
C: 1.110 -2.354 1.695
C: 0.967 -1.430 0.688
C: -0.318 -1.043 0.258
C: -0.448 -0.049 -0.784
O: 0.601 0.461 -1.255
C: -1.802 0.267 -1.149
C: -2.838 -0.304 -0.494
N: -2.699 -1.198 0.535
C: -3.830 -1.576 1.321
C: -4.782 -0.507 1.761
C: -3.862 -1.139 2.762
C: -1.439 -1.624 0.886
C: -1.258 -2.611 1.847
C: 0.027 -2.990 2.286
N: 0.085 -3.998 3.291
C: 1.269 -4.771 3.509
C: 2.213 -4.136 4.548
N: 1.446 -3.901 5.806
C: 0.261 -3.034 5.547
C: -0.626 -3.749 4.513
C: -2.166 1.285 -2.235
O: -3.357 1.368 -2.529
O: -1.244 1.987 -2.718
H: 1.825 -0.974 0.222
H: -3.845 -0.049 -0.789
H: -4.235 -2.557 1.085
H: -5.835 -0.741 1.806
H: -4.567 0.504 1.448
H: -4.276 -1.814 3.498
H: -3.030 -0.550 3.123
H: -2.106 -3.133 2.259
H: 1.804 -4.899 2.570
H: 0.969 -5.765 3.871
H: 2.581 -3.176 4.183
H: 3.057 -4.793 4.758
H: 2.054 -3.480 6.517
H: 1.107 -4.808 6.155
H: 0.611 -2.085 5.137
H: -0.272 -2.859 6.483
H: -1.497 -3.131 4.301
H: -0.968 -4.704 4.934
C: -0.274 3.997 -5.969
C: 0.277 3.112 -4.901
N: 0.802 3.540 -3.798
O: 0.873 4.924 -3.606
C: 0.284 1.691 -5.028
C: -0.223 0.958 -6.231
N: 0.783 1.044 -4.003
O: 0.939 -0.185 -3.934
H: 0.084 5.014 -5.840
H: -1.361 3.999 -5.895
H: 0.013 3.625 -6.949
H: 1.492 5.041 -2.873
H: -1.239 1.274 -6.464
H: -0.225 -0.104 -5.991
H: 0.417 1.120 -7.101

## Properties
Spin multiplicity ... 2
Net charge ... 0
HOMO-LUMO gap (alpha / beta) ... 3.42 / 3.40 eV
Relative energy (zero: lowest compared OMol25 entry of this formula, charge and spin) ... 1.936 eV

# C4H12FN2P

A cluster of 3 separate species, C4H12FN2P in total at a distorted geometry (ωB97M-V/def2-TZVPD, OMol25).

Cartesian coordinates (Å):
H: -1.441 -1.335 -0.898
N: -1.526 -1.292 0.043
C: -0.487 -0.706 0.444
C: 0.692 -0.155 -0.206
C: 1.494 0.648 0.840
C: 2.814 1.251 0.250
H: -0.419 -0.607 1.574
H: 0.244 0.420 -1.062
H: 1.216 -1.077 -0.739
H: 1.754 0.063 1.681
H: 0.791 1.379 1.183
H: 3.097 2.139 0.821
H: 3.592 0.573 0.213
H: 2.562 1.722 -0.789
H: -4.147 0.243 2.446
N: -4.057 0.129 1.364
P: -5.053 -0.907 0.771
F: -4.781 -0.658 -0.867
H: 1.928 -0.547 -3.577
H: 1.728 -1.284 -3.493

## Properties
Net charge ... 0
SMILES ... [H]/N=C\CCC.[H]/N=P/F.[H][H]
HOMO-LUMO gap ... 9.86 eV
Relative energy (zero: lowest compared OMol25 entry of this formula, charge and spin) ... 2.021 eV

# C18H33N3O3

A cluster of 2 separate species, C18H33N3O3 in total at a distorted geometry (ωB97M-V/def2-TZVPD, OMol25).

Cartesian coordinates (Å):
C: -3.958 -0.272 -0.812
N: -4.078 1.101 -0.320
C: -3.993 1.589 0.927
O: -4.039 2.806 1.061
C: -3.821 0.717 2.197
C: -2.368 0.749 2.721
C: -1.241 0.316 1.757
C: -0.999 -1.193 1.682
N: 0.211 -1.625 1.407
O: -1.877 -2.021 1.849
N: -4.290 -0.670 2.113
C: -5.567 -1.031 2.012
C: -5.843 -2.514 1.942
O: -6.490 -0.230 1.960
H: -3.156 -0.803 -0.298
H: -3.737 -0.259 -1.880
H: -4.901 -0.800 -0.660
H: -4.241 1.816 -1.011
H: -4.434 1.201 2.959
H: -2.163 1.784 3.000
H: -2.300 0.161 3.638
H: -1.419 0.703 0.755
H: -0.319 0.776 2.115
H: 0.964 -0.984 1.247
H: 0.317 -2.624 1.366
H: -3.590 -1.403 2.129
H: -6.918 -2.670 1.853
H: -5.477 -2.988 2.851
H: -5.335 -2.935 1.077
C: 0.865 -1.953 -4.829
C: 1.191 -0.847 -4.076
C: 1.634 -0.866 -2.673
C: 1.639 -2.030 -1.925
C: 2.101 0.453 -2.090
C: 3.217 0.322 -1.043
C: 3.906 1.677 -0.832
C: 4.888 1.683 0.354
C: 5.514 3.076 0.482
C: 6.001 0.637 0.207
H: 0.909 -2.966 -4.445
H: 0.549 -1.840 -5.862
H: 1.125 0.119 -4.570
H: 1.306 -2.981 -2.325
H: 1.971 -2.051 -0.894
H: 2.484 1.069 -2.911
H: 1.245 0.981 -1.657
H: 3.955 -0.407 -1.392
H: 2.798 -0.034 -0.097
H: 3.140 2.439 -0.653
H: 4.439 1.954 -1.748
H: 4.331 1.467 1.273
H: 6.086 3.326 -0.418
H: 6.189 3.113 1.343
H: 4.737 3.834 0.623
H: 6.522 0.762 -0.747
H: 6.730 0.741 1.016
H: 5.592 -0.377 0.253

## Properties
Net charge ... 0
SMILES ... CNC(=O)[C@H](CCC(N)=O)NC(C)=O.C=CC(=C)CCCC(C)C
HOMO-LUMO gap ... 9.05 eV
Relative energy (zero: lowest compared OMol25 entry of this formula, charge and spin) ... 1.665 eV

# C5H14N2O

A structure of composition C5H14N2O at a distorted geometry (ωB97M-V/def2-TZVPD, OMol25).

Cartesian coordinates (Å):
C: 1.066 0.367 -0.339
C: -1.227 -0.249 -0.124
C: 0.517 -0.106 0.876
C: 1.717 -0.577 -1.299
C: -1.920 -1.378 0.610
N: 0.938 1.657 -0.708
N: -1.825 1.057 0.012
O: 2.478 0.149 1.430
H: 2.670 1.070 1.651
H: -1.107 -0.478 -1.182
H: 0.936 1.863 -1.697
H: 0.324 2.234 -0.148
H: -2.588 1.219 -0.638
H: -2.182 1.208 0.950
H: 0.142 0.588 1.614
H: 0.669 -1.136 1.147
H: 1.321 -1.587 -1.192
H: 2.777 -0.611 -1.041
H: 1.597 -0.263 -2.339
H: -1.969 -1.179 1.685
H: -2.948 -1.525 0.254
H: -1.386 -2.322 0.476

## Properties
Net charge ... 0
HOMO-LUMO gap ... 7.40 eV
Relative energy (zero: lowest compared OMol25 entry of this formula, charge and spin) ... 4.864 eV

# C36H60NO13

A cluster of 5 separate species, C36H60NO13 in total at a distorted geometry (ωB97M-V/def2-TZVPD, OMol25).

Cartesian coordinates (Å):
C: 2.918 -2.376 4.319
C: 1.850 -1.684 3.939
C: 0.601 -1.170 3.041
C: 0.960 -1.150 1.432
C: 2.188 -0.063 1.310
C: 2.536 0.351 -0.211
C: 3.619 -0.661 -0.890
C: 3.517 -0.779 -2.488
C: 4.534 -1.801 -3.154
C: 5.588 -2.656 -2.346
C: 5.723 -2.504 -0.775
C: 4.700 -1.481 -0.086
C: -0.356 -0.574 0.701
C: -0.912 -1.438 -0.544
C: -2.291 -2.136 -0.076
C: -1.354 -0.334 -1.685
N: 0.077 -2.332 -1.213
O: -0.536 -2.946 -2.217
C: 0.793 -3.268 -0.307
C: -0.053 -4.629 0.064
C: 2.080 -3.833 -1.172
C: 1.389 -2.658 1.053
H: 3.895 -2.966 4.524
H: 0.403 -0.082 3.355
H: -0.340 -1.843 3.153
H: 3.128 -0.388 1.886
H: 1.790 0.887 1.865
H: 1.620 0.530 -0.880
H: 3.091 1.379 -0.147
H: 2.762 -0.189 -3.117
H: 4.491 -1.959 -4.289
H: 6.294 -3.418 -2.860
H: 6.477 -3.103 -0.125
H: 4.811 -1.383 1.062
H: -1.217 -0.496 1.477
H: -0.185 0.520 0.329
H: -3.077 -1.302 0.127
H: -2.210 -2.732 0.917
H: -2.759 -2.802 -0.907
H: -1.866 0.585 -1.193
H: -0.390 -0.031 -2.234
H: -2.054 -0.834 -2.473
H: 0.747 -5.346 0.524
H: -0.434 -5.152 -0.885
H: -0.864 -4.433 0.861
H: 2.237 -3.195 -2.121
H: 3.023 -3.975 -0.533
H: 1.795 -4.898 -1.561
H: 2.552 -2.702 1.137
H: 1.012 -3.344 1.922
C: -1.384 -4.073 -5.655
C: -1.795 -4.991 -4.518
O: -3.169 -5.388 -4.635
C: -3.436 -6.294 -5.591
O: -2.630 -6.801 -6.341
O: -4.765 -6.528 -5.591
C: -5.192 -7.398 -6.639
H: -2.054 -3.211 -5.711
H: -0.360 -3.722 -5.513
H: -1.440 -4.582 -6.620
H: -1.706 -4.453 -3.571
H: -1.149 -5.872 -4.451
H: -4.645 -8.343 -6.619
H: -5.072 -6.902 -7.605
H: -6.252 -7.610 -6.487
C: -4.355 6.238 0.659
C: -3.004 5.562 0.510
O: -2.774 4.611 1.559
C: -3.465 3.463 1.468
O: -4.244 3.164 0.589
O: -3.163 2.703 2.541
C: -3.919 1.495 2.617
H: -4.448 6.694 1.649
H: -4.486 7.010 -0.103
H: -5.174 5.521 0.563
H: -2.215 6.314 0.592
H: -2.894 5.084 -0.468
H: -3.822 0.907 1.701
H: -4.967 1.725 2.819
H: -3.528 0.904 3.448
C: 5.972 -0.596 6.388
C: 6.509 -2.004 6.207
O: 7.709 -2.211 6.965
C: 7.546 -2.341 8.292
O: 6.493 -2.309 8.890
O: 8.763 -2.491 8.853
C: 8.734 -2.531 10.280
H: 6.741 0.141 6.141
H: 5.101 -0.431 5.751
H: 5.677 -0.411 7.423
H: 6.773 -2.156 5.157
H: 5.762 -2.762 6.465
H: 8.057 -3.308 10.642
H: 8.447 -1.554 10.674
H: 9.742 -2.763 10.629
C: -6.035 8.653 -5.391
C: -4.590 8.886 -4.990
O: -4.454 10.059 -4.176
C: -4.888 9.945 -2.909
O: -5.366 8.952 -2.404
O: -4.723 11.135 -2.298
C: -5.249 11.174 -0.971
H: -6.443 9.540 -5.884
H: -6.113 7.800 -6.069
H: -6.665 8.456 -4.521
H: -3.991 9.060 -5.888
H: -4.163 8.017 -4.480
H: -4.831 10.375 -0.354
H: -6.339 11.109 -1.001
H: -4.971 12.133 -0.529

## Properties
Spin multiplicity ... 2
Net charge ... 0
HOMO-LUMO gap (alpha / beta) ... 8.97 / 8.22 eV

# C2H8OS2

A cluster of 2 separate species, C2H8OS2 in total at a distorted geometry (ωB97M-V/def2-TZVPD, OMol25).

Cartesian coordinates (Å):
C: -0.169 -0.554 1.075
C: -0.143 -1.915 1.702
O: 0.870 -2.765 1.146
H: 0.825 -0.116 1.137
H: -0.840 0.088 1.654
H: -0.539 -0.563 0.049
H: 0.117 -1.861 2.757
H: -1.104 -2.443 1.643
H: 0.836 -2.689 0.182
S: -0.559 3.263 -1.896
S: 0.409 2.481 -3.563
H: -1.319 4.097 -2.609
H: 1.614 2.978 -3.276

## Properties
Net charge ... 0
SMILES ... CCO.SS
HOMO-LUMO gap ... 9.63 eV
Relative energy (zero: lowest compared OMol25 entry of this formula, charge and spin) ... 0.745 eV

# C33H36N11O5OsS

A structure of composition C33H36N11O5OsS (ωB97M-V/def2-TZVPD, OMol25).

Cartesian coordinates (Å):
Os: 0.747 0.910 -1.026
C: 3.893 3.356 -7.468
C: 3.890 2.750 -6.092
C: 5.051 2.697 -5.329
C: 5.059 2.125 -4.066
C: 3.879 1.592 -3.566
C: 2.697 1.641 -4.305
C: 2.709 2.220 -5.557
S: 3.924 0.835 -1.993
O: 5.137 1.186 -1.333
O: 3.650 -0.597 -2.160
N: 2.652 1.463 -1.130
C: 2.888 2.875 -0.773
C: 1.569 3.616 -0.736
O: 1.484 4.774 -0.493
O: 0.486 2.826 -0.978
H: 4.803 3.923 -7.653
H: 3.035 4.012 -7.612
H: 3.830 2.571 -8.224
H: 5.968 3.115 -5.727
H: 5.963 2.090 -3.470
H: 1.771 1.250 -3.894
H: 1.794 2.279 -6.134
H: 3.534 3.382 -1.490
H: 3.351 2.979 0.208
C: -4.893 1.087 -0.512
N: -3.518 0.906 -1.007
C: -2.358 1.068 -0.379
N: -1.367 0.721 -1.188
C: -2.012 0.345 -2.340
N: -3.312 0.428 -2.255
C: -5.401 -0.043 0.366
C: -6.566 -0.745 0.021
C: -7.072 -1.765 0.828
C: -6.418 -2.120 1.987
C: -5.243 -1.425 2.339
C: -4.750 -0.384 1.527
C: -4.539 -1.771 3.512
N: -4.792 -2.758 4.394
N: -3.836 -2.725 5.303
C: -3.005 -1.716 4.972
O: -3.424 -1.097 3.848
C: -1.818 -1.301 5.597
C: -1.353 -1.952 6.763
C: -0.177 -1.520 7.331
C: 0.541 -0.472 6.750
C: 0.089 0.177 5.590
C: 0.868 1.323 4.967
N: 1.204 1.104 3.555
C: 0.461 1.288 2.462
N: 1.140 0.899 1.395
C: 2.330 0.466 1.917
N: 2.391 0.551 3.223
C: -1.091 -0.235 5.029
H: -5.504 1.172 -1.406
H: -4.937 2.036 0.021
H: -2.243 1.493 0.605
H: -1.509 0.038 -3.244
H: -7.094 -0.482 -0.888
H: -7.980 -2.277 0.541
H: -6.790 -2.911 2.627
H: -3.867 0.155 1.846
H: -1.923 -2.768 7.190
H: 0.194 -1.993 8.230
H: 1.466 -0.147 7.214
H: 1.814 1.471 5.478
H: 0.294 2.246 5.035
H: -0.505 1.771 2.459
H: 3.156 0.114 1.314
H: -1.490 0.267 4.156
N: 1.423 -4.123 -1.719
C: 1.852 -3.438 -0.444
C: 0.953 -2.234 -0.177
N: 1.015 -1.293 -1.311
C: 0.509 -1.962 -2.527
C: 1.382 -3.159 -2.879
H: 0.498 -4.538 -1.590
H: 2.058 -4.894 -1.932
H: 2.881 -3.113 -0.593
H: 1.820 -4.163 0.366
H: 1.296 -1.748 0.734
H: -0.085 -2.543 -0.021
H: 2.027 -1.132 -1.508
H: 0.558 -1.276 -3.372
H: -0.537 -2.250 -2.385
H: 2.406 -2.832 -3.058
H: 1.014 -3.688 -3.756

## Properties
Spin multiplicity ... 5
Net charge ... +3
HOMO-LUMO gap (alpha / beta) ... 6.72 / 3.88 eV
Relative energy (zero: lowest compared OMol25 entry of this formula, charge and spin) ... 0.000 eV